The following is a quantum chemistry calculation of a 3-piece molecular cluster, C13H35O11P3S overall in a non-equilibrium geometry, from OMol25.

ORCA input file:
```
! RIJCOSX wB97M-V def2-TZVPD def2/J DEFGRID3
* xyz 0 1
C 3.4595 -2.1646 -1.3060
C 4.9283 -1.8104 -1.1891
O 5.4752 -1.3494 -2.4327
P 5.0406 0.0816 -2.9822
O 5.2698 1.1509 -2.0041
O 6.1321 0.2282 -4.1517
C 7.0812 1.2938 -4.1582
C 8.3774 0.8779 -3.4953
O 3.8297 -0.2830 -3.9440
C 2.5966 0.4727 -3.9191
C 2.8195 1.9572 -4.1261
H 2.8501 -1.2666 -1.4291
H 3.1112 -2.6752 -0.4081
H 3.2864 -2.8030 -2.1741
H 5.0831 -1.0561 -0.4144
H 5.5090 -2.6887 -0.9114
H 6.6668 2.1840 -3.6848
H 7.2590 1.5369 -5.2072
H 8.1950 0.5033 -2.4877
H 9.0680 1.7205 -3.4381
H 8.8532 0.0758 -4.0612
H 2.0738 0.2863 -2.9782
H 1.9814 0.0654 -4.7187
H 3.3523 2.3965 -3.2815
H 1.8638 2.4721 -4.2254
H 3.4149 2.1338 -5.0228
C -1.1341 0.8936 3.1625
C -2.2324 -0.1079 2.8629
O -3.4543 0.1949 3.5468
P -4.3236 1.4462 3.0793
O -4.6519 1.3958 1.6505
O -5.6583 1.1286 3.9139
C -6.9097 0.9066 3.2645
C -7.1453 -0.5686 3.0176
O -3.8034 2.5940 4.0462
C -3.4876 3.9126 3.5450
C -4.6416 4.5397 2.7893
H -1.3440 1.8564 2.6902
H -0.1788 0.5369 2.7776
H -1.0492 1.0616 4.2362
H -2.4152 -0.1706 1.7870
H -1.9296 -1.0975 3.2045
H -6.9696 1.4739 2.3356
H -7.6750 1.3004 3.9353
H -6.3160 -1.0058 2.4606
H -8.0670 -0.7222 2.4546
H -7.2224 -1.1046 3.9646
H -2.5958 3.8594 2.9162
H -3.2345 4.5104 4.4180
H -4.8414 4.0038 1.8602
H -4.4103 5.5747 2.5372
H -5.5514 4.5138 3.3902
O 1.0665 -4.1131 0.7178
S 0.1625 -3.8309 -0.3645
O 0.0411 -2.4357 -0.6841
C -1.4474 -4.5025 0.0818
P -2.7548 -3.1512 0.0593
O -4.0425 -3.8466 -0.7139
H 0.5434 -4.4815 -1.4926
H -1.7139 -5.3083 -0.6050
H -1.2952 -4.8644 1.0977
H -3.0936 -3.1104 1.4392
H -3.8013 -4.6216 -1.2314
*
```

Computed properties:
E_tot: -2766.34458 Eh
Kohn-Sham gap: 9.025 eV
SMILES: CCOP(=O)(OCC)OCC.CCOP(=O)(OCC)OCC.O=[SH](=O)CPO
E_HOMO: -9.1 eV

The following is a quantum chemistry calculation of one molecule with the formula CH2OS in a non-equilibrium geometry, from OMol25.

ORCA input file:
```
! RIJCOSX wB97M-V def2-TZVPD def2/J DEFGRID3
* xyz 0 1
C 0.1806 -0.1274 0.2274
O -0.2708 -0.0792 -1.1752
S -0.9818 1.0117 -0.1578
H -0.1454 -1.1091 0.6496
H 1.2173 0.3041 0.4559
*
```

Computed properties:
E_tot: -512.64383 Eh
Kohn-Sham gap: 9.158 eV
energy above the lowest of the compared OMol25 structures with the same formula, charge and spin: 44.3 kcal per mole
SMILES: C1OS1
E_HOMO: -8.8 eV

The following is a quantum chemistry calculation of a 8-piece molecular cluster, C50H87BNO23S overall in a non-equilibrium geometry, from OMol25.

ORCA input file:
```
! RIJCOSX wB97M-V def2-TZVPD def2/J DEFGRID3
* xyz 1 1
C 0.8452 6.5262 -0.3606
C 2.1226 6.0376 0.3166
C 2.5042 4.6271 -0.0945
C 3.5822 3.9899 0.8171
C 2.9603 2.8594 1.6281
C 3.8999 2.1562 2.5908
C 5.0585 1.3289 1.9913
C 4.8680 0.7429 0.5792
C 5.2928 -0.7378 0.5207
C 5.7213 -1.2638 -0.8418
C 4.7326 -1.0158 -2.0115
C 5.1507 0.1893 -2.8503
C 4.4019 0.2335 -4.1958
C 2.9353 0.6758 -3.9837
C 2.3901 1.5740 -5.0411
N 1.1405 1.9368 -5.1149
S 0.0182 1.4601 -3.8948
C 0.8121 2.7407 -6.3203
C -0.0523 3.9837 -6.1596
O -1.2133 3.8058 -5.3958
C -2.2355 3.0284 -6.0051
C 2.1644 2.8453 -7.0871
B 2.6396 4.2055 -7.7739
O 1.7613 4.9228 -8.5635
C 4.1124 4.7183 -7.6524
C 4.2158 5.8816 -6.6319
C 3.1794 2.1815 -6.1373
H 0.9901 6.6807 -1.4288
H 0.0214 5.8298 -0.2035
H 0.5261 7.4835 0.0504
H 2.9146 6.7506 0.0809
H 1.9634 6.0940 1.3950
H 1.5953 4.0211 -0.0309
H 2.7965 4.6051 -1.1474
H 4.4152 3.6406 0.2101
H 3.9051 4.7729 1.5022
H 2.1722 3.3169 2.2350
H 2.4380 2.1668 0.9668
H 4.3550 2.9349 3.2074
H 3.3383 1.5305 3.2820
H 5.9843 1.9004 1.9918
H 5.2314 0.4935 2.6696
H 3.8353 0.7913 0.2417
H 5.5200 1.2893 -0.1036
H 6.1286 -0.8662 1.2067
H 4.4374 -1.3256 0.8582
H 6.6725 -0.8299 -1.1504
H 5.8687 -2.3399 -0.7619
H 4.7271 -1.8862 -2.6689
H 3.7315 -0.9280 -1.5830
H 6.2238 0.1582 -3.0241
H 4.9187 1.1351 -2.3551
H 4.9112 0.9105 -4.8683
H 4.3973 -0.7847 -4.5794
H 2.8235 1.1496 -3.0054
H 2.2929 -0.2059 -3.9544
H -0.0818 2.5643 -3.1375
H 0.1960 2.0657 -6.9214
H 0.5056 4.7916 -5.6836
H -0.3268 4.2858 -7.1729
H -3.1716 3.5764 -5.9632
H -2.0182 2.8181 -7.0546
H -2.3327 2.0748 -5.4893
H 2.0333 2.1919 -7.9557
H 1.1580 5.4983 -8.0912
H 4.8205 3.9368 -7.3758
H 4.4443 5.0844 -8.6237
H 4.9551 6.6002 -6.9734
H 4.5561 5.5198 -5.6649
H 3.2837 6.4326 -6.5209
H 3.8788 1.5094 -6.6158
H 3.7459 2.9726 -5.6279
C -3.5905 2.9421 1.2387
C -2.7989 2.5363 0.0256
C -3.6060 1.8671 -1.0667
O -2.6334 0.9975 -1.6793
C -1.6985 0.7070 -0.7382
O -0.8616 -0.1293 -0.8657
O -1.8473 1.4951 0.3404
H -2.9579 3.4656 1.9549
H -4.4140 3.5999 0.9622
H -3.9958 2.0632 1.7415
H -2.2355 3.3859 -0.3733
H -4.0016 2.5625 -1.8022
H -4.4167 1.2550 -0.6677
C -4.5362 -2.5239 2.2839
C -5.0884 -1.5455 3.2807
C -6.4793 -1.8761 3.7721
O -7.0099 -0.5784 4.0891
C -6.3660 0.3280 3.3288
O -6.6839 1.4716 3.2219
O -5.3076 -0.2331 2.7019
H -3.5080 -2.2784 2.0190
H -4.5503 -3.5151 2.7238
H -5.1169 -2.5335 1.3588
H -4.3933 -1.4271 4.1147
H -6.4765 -2.5073 4.6558
H -7.1058 -2.3234 2.9962
C -3.9548 -6.7963 7.5688
C -4.2780 -5.5224 6.8366
C -4.7681 -5.6939 5.4132
O -4.3320 -4.4722 4.7955
C -3.2516 -4.0204 5.4862
O -2.5528 -3.1350 5.1123
O -3.0981 -4.7133 6.6264
H -3.6655 -6.5891 8.5905
H -4.8207 -7.4555 7.5829
H -3.1182 -7.3114 7.0930
H -4.9857 -4.9218 7.4146
H -5.8487 -5.7846 5.3379
H -4.2936 -6.5360 4.9051
C -0.1340 -1.2088 -6.8773
C 0.7143 -1.6061 -8.0588
C -0.0165 -2.3179 -9.1802
O 1.0113 -3.1506 -9.7257
C 1.9184 -3.4000 -8.7504
O 2.7911 -4.1944 -8.8132
O 1.6805 -2.5933 -7.6774
H 0.4649 -0.6588 -6.1479
H -0.9654 -0.5757 -7.1917
H -0.5308 -2.0871 -6.3693
H 1.2626 -0.7405 -8.4479
H -0.4020 -1.6482 -9.9444
H -0.8246 -2.9529 -8.8096
C 6.9564 -5.2648 -2.9560
C 7.0833 -4.1602 -3.9735
C 8.1695 -4.3594 -5.0105
O 8.5375 -3.0084 -5.3263
C 8.2526 -2.2387 -4.2550
O 8.5911 -1.1080 -4.1177
O 7.5153 -2.9305 -3.3537
H 6.1198 -5.0783 -2.2834
H 6.7918 -6.2209 -3.4525
H 7.8596 -5.3277 -2.3490
H 6.1191 -3.9691 -4.4535
H 7.8271 -4.8719 -5.9052
H 9.0420 -4.8751 -4.6042
C -2.9504 2.4255 7.4587
C -4.2304 1.8232 6.9401
C -5.4427 2.0145 7.8285
O -6.2228 0.8487 7.5325
C -5.3801 -0.1193 7.1152
O -5.6867 -1.2570 6.9566
O -4.1469 0.3838 6.8937
H -2.1436 2.2964 6.7386
H -3.0815 3.4918 7.6437
H -2.6467 1.9364 8.3844
H -4.4388 2.1735 5.9254
H -6.0112 2.9120 7.6015
H -5.1844 2.0023 8.8900
C -7.5864 -3.9239 12.2198
C -6.8303 -4.4906 11.0466
C -7.6604 -5.3041 10.0746
O -6.6989 -6.2392 9.5618
C -5.7338 -6.4004 10.5031
O -4.8895 -7.2339 10.4614
O -5.8643 -5.4728 11.4742
H -6.9351 -3.3059 12.8359
H -8.4180 -3.3102 11.8736
H -7.9711 -4.7270 12.8486
H -6.2867 -3.7005 10.5214
H -8.0794 -4.7141 9.2637
H -8.4569 -5.8611 10.5724
*
```

Computed properties:
E_tot: -4165.61525 Eh
Kohn-Sham gap: 8.770 eV
E_HOMO: -12.1 eV

The following is a quantum chemistry calculation of one molecule with the formula C34H49Br3IN4O2PS in a non-equilibrium geometry, from OMol25.

ORCA input file:
```
! RIJCOSX wB97M-V def2-TZVPD def2/J DEFGRID3
* xyz 0 1
C 7.3749 -1.7745 2.6260
C 6.9844 -2.0495 1.1535
C 6.9615 -0.7841 0.2602
C 5.6123 -0.0236 0.2899
C 5.3341 0.8046 -1.0006
C 5.1228 2.3349 -0.7543
C 3.6363 2.7701 -0.7566
C 3.1266 3.1994 -2.1532
C 1.6223 3.5630 -2.1814
C 0.6792 2.3237 -2.3502
C -0.4450 2.5657 -3.4184
C -1.8293 2.8662 -2.7724
C -2.9584 1.8645 -3.1724
C -2.9326 0.7052 -2.1532
C -2.4857 -0.5805 -2.5386
N -2.0745 -0.7627 -3.9226
C -2.4129 -1.6609 -1.6456
C -1.8577 -2.9511 -2.2551
Br -2.7015 -4.6101 -1.6469
C -0.2891 -2.9936 -2.0979
C 0.1813 -3.0539 -0.6398
Br 0.2949 -4.6301 -3.0619
C -2.8238 -1.4463 -0.3196
C -3.2556 -0.1623 0.0524
C -3.3211 0.9223 -0.8194
C -3.7791 2.2860 -0.2848
C -2.7429 2.9387 0.6718
C -3.2671 4.2724 1.2856
I -1.6255 5.1382 2.4002
S -3.7129 0.0365 1.7829
C -2.4287 -0.9583 2.5376
C -2.1016 -2.1384 1.8401
C -1.1049 -2.9257 2.3977
C -0.4785 -2.5542 3.5832
C -0.8095 -1.3894 4.2712
P -0.0360 -0.8550 5.8656
O 0.6684 0.5859 5.4453
Br 1.6730 -2.2422 6.3325
C -1.8058 -0.5679 3.7094
N -2.2181 0.6916 4.2975
C -2.8534 0.5493 5.3524
O -3.1794 0.5081 6.4906
N -2.7966 -2.5213 0.6335
N -4.1081 -2.9264 1.0863
C -5.1800 -2.7717 0.1213
C -6.3598 -3.6563 0.6360
H 6.5508 -1.3334 3.2100
H 7.5947 -2.7447 3.1082
H 8.2910 -1.1671 2.7129
H 6.0267 -2.5987 1.1248
H 7.7354 -2.7446 0.7332
H 7.8216 -0.1495 0.5402
H 7.1571 -1.1165 -0.7771
H 5.4903 0.5638 1.2149
H 4.8312 -0.8089 0.3318
H 6.2180 0.7004 -1.6531
H 4.4630 0.4263 -1.5651
H 5.7247 2.8762 -1.5059
H 5.5784 2.5748 0.2244
H 3.5539 3.6496 -0.0916
H 3.0403 1.9348 -0.3470
H 3.4194 2.4584 -2.9173
H 3.6779 4.1283 -2.4020
H 1.3868 4.0784 -1.2316
H 1.4799 4.2978 -2.9932
H 0.2448 2.1149 -1.3573
H 1.3229 1.4678 -2.6126
H -0.4488 1.6959 -4.0984
H -0.1124 3.4157 -4.0375
H -2.1084 3.9114 -2.9972
H -1.6992 2.8105 -1.6867
H -3.9237 2.3933 -3.0821
H -2.8739 1.5083 -4.2039
H -1.3651 -0.0815 -4.1724
H -2.8864 -0.5109 -4.4834
H -2.0180 -2.9062 -3.3396
H 0.1208 -2.1406 -2.6590
H -0.3176 -2.2701 -0.0568
H -0.1347 -4.0316 -0.2442
H 1.2746 -2.9386 -0.6260
H -3.9142 2.9886 -1.1215
H -4.7224 2.1878 0.2822
H -2.4740 2.2980 1.5255
H -1.7866 3.1878 0.1816
H -3.5674 4.9887 0.5100
H -4.0839 4.0231 1.9739
H -0.8256 -3.8655 1.9182
H 0.2922 -3.2052 4.0043
H 1.1002 0.5042 4.5796
H -4.0863 -3.8616 1.4778
H -4.9590 -3.1337 -0.8962
H -5.5877 -1.7450 0.0863
H -6.5999 -3.4387 1.6854
H -5.9788 -4.6985 0.6005
H -7.2196 -3.6299 -0.0446
*
```

Computed properties:
E_tot: -10453.72045 Eh
Kohn-Sham gap: 8.147 eV
E_HOMO: -8.1 eV

The following is a quantum chemistry calculation of a 2-piece molecular cluster, C5H14 overall in a non-equilibrium geometry, from OMol25.

ORCA input file:
```
! RIJCOSX wB97M-V def2-TZVPD def2/J DEFGRID3
* xyz 0 1
C 3.0480 -0.0320 -0.0855
C 2.1536 0.0167 1.1060
C 1.1900 -1.0732 1.0393
H 3.8451 0.6202 -0.1644
H 2.5751 0.1439 -1.0153
H 3.5997 -0.9731 -0.1074
H 2.8070 -0.2692 2.0072
H 1.8383 0.9991 1.2122
H 0.5957 -0.9677 0.1101
H 1.5027 -2.0763 1.2403
H 0.3745 -0.8983 1.7932
C -2.8333 1.1879 -1.3059
C -3.0242 -0.0054 -0.4113
H -3.5875 1.0007 -1.9840
H -2.8025 2.3175 -1.1227
H -1.9355 1.1961 -1.8705
H -3.9245 -0.6595 -0.6130
H -3.2527 0.1238 0.7145
H -2.1694 -0.6511 -0.5430
*
```

Computed properties:
E_tot: -198.82689 Eh
Kohn-Sham gap: 12.191 eV
energy above the lowest of the compared OMol25 structures with the same formula, charge and spin: 39.1 kcal per mole
SMILES: CCC.CC
E_HOMO: -11.2 eV

The following is a quantum chemistry calculation of C3H13CdClNO5P3Si2 as an isolated structure in a non-equilibrium geometry, from OMol25.

ORCA input file:
```
! RIJCOSX wB97M-V def2-TZVPD def2/J DEFGRID3
* xyz 2 1
C -3.2778 -1.9809 3.8128
C -3.0570 -1.2020 2.3491
C -4.0014 -1.7267 1.1157
N -2.1469 -0.1743 2.3074
Si -1.1562 -0.1937 0.8063
O 0.2318 0.9177 1.0062
Si 0.8730 1.0980 -0.6583
P 3.0706 1.4211 -0.3670
P 4.1985 0.3736 -1.9105
O 4.7241 -1.0318 -1.3206
O 5.5965 1.3245 -2.3362
O 3.1899 -0.0159 -3.3094
P 0.0182 2.8549 -1.7137
O 0.7764 3.0184 -3.3089
Cl -2.0476 2.5924 -2.1441
H -2.4720 -1.6850 4.6115
H -3.4363 -3.1350 3.6964
H -4.3161 -1.5513 4.2163
H -5.0663 -1.9758 1.5932
H -3.6317 -2.7527 0.6436
H -4.2205 -0.9118 0.2874
H -1.9743 0.4282 -0.2670
H -0.7597 -1.5196 0.3493
H 0.6454 -0.1052 -1.4648
H 3.3537 0.8594 0.9601
H 6.4038 0.8294 -2.0048
H 3.5094 -0.8822 -3.6989
H 0.0258 2.9746 -3.9993
Cd 4.9464 2.1514 0.7481
*
```

Computed properties:
E_tot: -2783.29024 Eh
Kohn-Sham gap: 2.193 eV
E_HOMO: -13.8 eV